No. 1
{"formula": "C2HCuFO", "method": "the ωB97M-V functional and the def2-TZVPD basis", "symbols": ["H", "O", "C", "C", "F", "Cu"], "coordinates": [[0.607, 1.100, 0.950], [-0.701, 0.150, 1.247], [-0.102, 0.626, 0.096], [0.154, -0.344, -0.812], [1.198, -0.150, -1.705], [-1.156, -1.382, 0.224]], "lowdin_spin": [-0.01, 0.44, 0.18, 0.25, 0.08, 0.06], "homo_energy_ev": [-9.26, -9.02], "max_force_ev_per_a": 8.0, "lumo_energy_ha": [-0.02025, -0.05605], "multiplicity": 2, "e_above_lowest_kcal_mol": 53.2, "gap_ha": [0.3202, 0.2753]}

---

No. 2
{"formula": "C2HF2N", "method": "the ωB97M-V functional and the def2-TZVPD basis", "symbols": ["C", "C", "H", "N", "F", "F"], "coordinates": [[0.587, 0.028, 0.367], [-0.809, -0.407, 0.197], [1.109, -0.223, 1.420], [-2.023, -0.398, -0.141], [1.421, -0.751, -0.289], [0.177, 1.339, -0.134]], "lowdin_charge": [-0.34, -0.10, 0.21, 0.15, 0.08, 0.00], "homo_energy_ev": -11.85, "max_force_ev_per_a": 10.6, "smiles": "N#CC(F)F", "lumo_energy_ha": 0.01370, "multiplicity": 1, "e_above_lowest_kcal_mol": 50.1, "gap_ha": 0.4492}

---

No. 3
{"formula": "C2HF3NP", "method": "the ωB97M-V functional and the def2-TZVPD basis", "symbols": ["C", "C", "N", "F", "F", "F", "P", "H"], "coordinates": [[1.507, -0.885, -0.230], [1.728, 0.873, 0.058], [1.588, -1.985, -0.480], [2.536, 0.984, 1.059], [2.064, 1.510, -1.016], [-0.659, 0.821, -0.640], [0.078, 1.489, 0.702], [-0.146, 0.338, 1.308]], "lowdin_charge": [-0.13, -0.74, 0.11, 0.09, 0.12, -0.38, 1.02, -0.08], "homo_energy_ev": -11.14, "max_force_ev_per_a": 6.1, "smiles": "N#CC(F)(F)PF", "lumo_energy_ha": -0.00869, "multiplicity": 1, "e_above_lowest_kcal_mol": 27.9, "gap_ha": 0.4008}

---

No. 4
{"formula": "C2HF3OS", "method": "the ωB97M-V functional and the def2-TZVPD basis", "symbols": ["C", "C", "O", "F", "F", "F", "S", "H"], "coordinates": [[0.651, -0.689, 0.231], [-1.266, 0.536, -0.008], [3.173, -0.658, -0.250], [-1.809, 1.049, 1.095], [-0.954, 1.513, -0.855], [-2.111, -0.329, -0.596], [1.897, 0.117, -0.418], [0.419, -1.539, 0.802]], "lowdin_charge": [-0.22, -0.46, -0.57, 0.14, 0.11, 0.11, 0.87, 0.01], "homo_energy_ev": -10.21, "max_force_ev_per_a": 5.2, "lumo_energy_ha": -0.03096, "multiplicity": 1, "e_above_lowest_kcal_mol": 96.6, "gap_ha": 0.3443}

---

No. 5
{"formula": "C2HF5MgNO5S2", "method": "the ωB97M-V functional and the def2-TZVPD basis", "symbols": ["N", "S", "O", "O", "C", "F", "F", "S", "O", "O", "Mg", "C", "F", "F", "F", "O", "H"], "coordinates": [[0.379, -0.336, -0.311], [1.187, 0.597, -1.379], [1.711, -0.111, -2.540], [0.191, 1.686, -1.710], [2.349, 1.683, -0.316], [2.959, 0.876, 0.578], [3.326, 2.081, -1.173], [-0.749, 0.264, 0.825], [-0.708, 1.758, 0.952], [-0.939, -0.521, 2.041], [0.527, 2.940, -0.063], [-1.023, -1.526, -0.555], [-0.538, -2.569, 0.112], [-2.347, -1.604, -0.422], [-0.842, -1.737, -1.854], [-3.098, -2.000, 3.127], [-2.385, -1.482, 2.689]], "lowdin_spin": [0.00, 0.00, 0.00, 0.00, 0.00, 0.00, 0.00, 0.00, 0.00, 0.00, 0.00, 0.00, 0.00, 0.00, 0.00, 0.98, 0.03], "homo_energy_ev": [-8.84, -8.84], "max_force_ev_per_a": 5.8, "lumo_energy_ha": [-0.09435, -0.09434], "multiplicity": 2, "gap_ha": [0.2305, 0.2305]}

---

No. 6
{"formula": "C2HFI2", "method": "the ωB97M-V functional and the def2-TZVPD basis", "symbols": ["C", "C", "F", "I", "I", "H"], "coordinates": [[-0.584, -0.148, 0.450], [0.214, 0.526, -0.348], [-0.088, 1.694, -0.875], [-0.111, -1.973, 1.329], [2.115, -0.357, -1.300], [-1.545, 0.257, 0.744]], "lowdin_charge": [-0.70, -0.77, 0.00, 0.79, 0.64, 0.04], "homo_energy_ev": -9.34, "max_force_ev_per_a": 2.6, "smiles": "F/C(I)=C/I", "lumo_energy_ha": -0.02017, "multiplicity": 1, "e_above_lowest_kcal_mol": 0.0, "gap_ha": 0.3232}

---

No. 7
{"formula": "C2HFN2O", "method": "the ωB97M-V functional and the def2-TZVPD basis", "symbols": ["C", "C", "N", "N", "O", "F", "H"], "coordinates": [[-1.669, -1.235, 0.226], [1.167, 1.071, -0.744], [-2.057, -0.374, -0.383], [1.241, 0.620, 0.342], [1.283, -0.160, 1.255], [1.140, 2.192, -1.432], [-1.105, -2.114, 0.735]], "lowdin_spin": [0.00, 0.70, 0.00, 0.41, 0.63, 0.25, 0.00], "homo_energy_ev": [-7.44, -10.52], "max_force_ev_per_a": 7.0, "lumo_energy_ha": [0.03374, -0.11415], "multiplicity": 3, "gap_ha": [0.3070, 0.2726]}

---

No. 8
{"formula": "C2HFN2O5", "method": "the ωB97M-V functional and the def2-TZVPD basis", "symbols": ["C", "C", "N", "N", "O", "O", "O", "O", "O", "F", "H"], "coordinates": [[-1.364, -0.396, -0.500], [0.075, -0.051, -0.207], [0.568, -0.982, 0.900], [0.536, 1.435, -0.119], [-1.669, -1.484, -0.858], [-0.302, -1.556, 1.541], [1.757, -0.928, 1.135], [-0.163, 2.116, 0.566], [1.543, 1.708, -0.679], [0.977, -0.495, -1.463], [-1.959, 0.631, -0.317]], "lowdin_charge": [-0.18, -0.07, -0.29, -0.34, 0.16, 0.13, 0.15, 0.13, 0.17, -0.03, 0.18], "homo_energy_ev": -11.82, "max_force_ev_per_a": 6.4, "smiles": "O=CC(F)([N+](=O)[O-])[N+](=O)[O-]", "lumo_energy_ha": -0.07863, "multiplicity": 1, "e_above_lowest_kcal_mol": 21.6, "gap_ha": 0.3558}

---

Please write out number 3 again, unchanged.
{"formula": "C2HF3NP", "method": "the ωB97M-V functional and the def2-TZVPD basis", "symbols": ["C", "C", "N", "F", "F", "F", "P", "H"], "coordinates": [[1.507, -0.885, -0.230], [1.728, 0.873, 0.058], [1.588, -1.985, -0.480], [2.536, 0.984, 1.059], [2.064, 1.510, -1.016], [-0.659, 0.821, -0.640], [0.078, 1.489, 0.702], [-0.146, 0.338, 1.308]], "lowdin_charge": [-0.13, -0.74, 0.11, 0.09, 0.12, -0.38, 1.02, -0.08], "homo_energy_ev": -11.14, "max_force_ev_per_a": 6.1, "smiles": "N#CC(F)(F)PF", "lumo_energy_ha": -0.00869, "multiplicity": 1, "e_above_lowest_kcal_mol": 27.9, "gap_ha": 0.4008}